C12H22ClFN5O2P | ωB97M-V/def2-TZVPD

Each line ends with the Löwdin charge.
Positions of all 44 atoms, in Å:
C (-0.621, -4.507, 1.013)  -0.122
C (-0.645, -3.203, 0.200)  -0.230
C (-1.152, -2.058, 1.074)  -0.610
Cl (-0.439, -2.089, 2.750)  0.672
N (-1.056, -0.771, 0.409)  -0.010
C (-1.606, 0.350, 1.183)  -0.136
C (-3.104, 0.268, 1.460)  -0.643
N (-3.631, 1.639, 1.557)  0.073
N (-3.319, -0.443, 2.756)  0.066
N (-3.863, -0.395, 0.410)  0.097
C (0.269, -0.444, 0.027)  -0.616
O (0.448, 0.343, -0.786)  0.195
O (1.324, -1.090, 0.597)  -0.221
P (2.200, -0.414, 1.793)  0.657
N (1.805, 0.978, 2.379)  -0.251
H (0.260, -4.559, 1.631)  0.056
H (-1.521, -4.577, 1.598)  0.067
H (-0.580, -5.326, 0.304)  0.072
H (-1.359, -3.353, -0.597)  0.117
H (0.320, -2.984, -0.236)  0.102
H (-2.197, -2.253, 1.217)  0.080
H (-1.077, 0.540, 2.115)  0.100
H (-1.467, 1.235, 0.575)  0.129
H (-2.953, 2.204, 2.061)  0.077
H (-4.441, 1.611, 2.163)  0.074
H (-4.229, -0.883, 2.736)  0.068
H (-3.256, 0.217, 3.518)  0.075
H (-4.782, 0.032, 0.419)  0.075
H (-4.043, -1.364, 0.647)  0.065
H (2.239, -1.385, 2.813)  -0.015
H (3.524, -0.382, 1.305)  0.012
H (0.982, 1.336, 1.901)  -0.048
F (5.101, 2.130, -5.215)  0.051
C (4.131, 2.387, -4.314)  -0.292
C (3.839, 3.698, -3.998)  -0.024
C (2.837, 3.960, -3.074)  -0.085
C (2.151, 2.912, -2.475)  -0.089
C (2.461, 1.600, -2.801)  -0.078
C (3.456, 1.333, -3.732)  -0.015
H (4.390, 4.500, -4.472)  0.115
H (2.593, 4.983, -2.822)  0.103
H (1.373, 3.118, -1.751)  0.100
H (1.929, 0.788, -2.330)  0.075
H (3.709, 0.317, -4.007)  0.115

Atoms 1-3, force components in eV/Å:
C 0.43 0.37 -1.09
C -0.05 -0.36 0.96
C -0.20 -0.02 -0.76

Calculated values
2S+1   1
LUMO energy   0.49 eV
Frontier orbital gap   9.46 eV
Energy relative to the best compared isomer or geometry (same formula, charge and spin)   0.0 kJ/mol
Structure (SMILES)   CC[C@@H](Cl)N(CC(N)(N)N)C(=O)O[PH2]=N.Fc1ccccc1
HOMO energy   -0.3296 Eh

---

C12H22ClN4 | ωB97M-V/def2-TZVPD

Each line ends with the Löwdin charge.
Positions of all 39 atoms, in Å:
C (-13.339, 36.855, 31.538)  -0.072
C (-12.756, 35.440, 31.788)  -0.168
N (-11.890, 35.317, 32.955)  -0.014
C (-12.118, 35.609, 34.269)  -0.023
C (-11.015, 35.485, 34.990)  -0.051
N (-10.012, 35.176, 34.182)  -0.100
C (-10.511, 35.069, 32.941)  0.039
C (-8.622, 35.023, 34.569)  0.024
H (-13.964, 37.029, 30.662)  0.033
H (-12.547, 37.594, 31.418)  0.079
H (-14.077, 37.066, 32.312)  0.071
H (-12.142, 35.230, 30.913)  0.119
H (-13.442, 34.593, 31.826)  0.124
H (-13.110, 35.919, 34.564)  0.148
H (-10.816, 35.598, 36.045)  0.149
H (-9.976, 34.771, 32.052)  0.166
H (-7.933, 35.573, 33.928)  0.108
H (-8.370, 33.970, 34.443)  0.106
H (-8.456, 35.242, 35.624)  0.107
C (-18.801, 32.428, 20.601)  -0.059
C (-17.509, 32.867, 21.337)  -0.158
N (-17.531, 32.579, 22.762)  -0.039
C (-17.730, 31.356, 23.446)  0.007
C (-17.658, 31.556, 24.836)  -0.027
N (-17.402, 32.866, 25.069)  -0.057
C (-17.367, 33.454, 23.837)  0.014
C (-17.275, 33.509, 26.460)  0.006
H (-19.052, 33.065, 19.753)  0.081
H (-19.671, 32.562, 21.244)  0.080
H (-18.794, 31.386, 20.280)  0.076
H (-17.494, 33.957, 21.299)  0.123
H (-16.603, 32.466, 20.882)  0.132
H (-17.906, 30.418, 22.941)  0.128
H (-17.792, 30.870, 25.659)  0.138
H (-17.130, 34.500, 23.711)  0.159
H (-16.282, 33.298, 26.856)  0.037
H (-17.985, 33.165, 27.213)  0.097
H (-17.365, 34.595, 26.466)  0.077
Cl (-15.279, 35.071, 28.890)  -0.660

Atoms 1-3, force components in eV/Å:
C -0.54 -0.30 0.78
C -0.34 0.08 -1.95
N 4.67 0.25 1.37

Calculated values
2S+1   1
LUMO energy   -2.18 eV
Frontier orbital gap   6.72 eV
Energy relative to the best compared isomer or geometry (same formula, charge and spin)   173.7 kJ/mol
Charge   +1
HOMO energy   -0.3272 Eh

---

C12H22F13NO6P2SSi2 | ωB97M-V/def2-TZVPD

Each line ends with the Löwdin charge.
Positions of all 59 atoms, in Å:
C (-1.294, -3.545, -2.106)  -0.093
C (-2.004, -3.874, -0.777)  -0.215
C (-3.361, -3.178, -0.595)  -0.267
O (-3.472, -2.513, 0.668)  -0.248
Si (-2.805, -1.017, 0.831)  0.249
O (-1.722, -1.106, 2.078)  -0.308
Si (-0.130, -0.635, 2.077)  0.426
C (0.677, -0.432, 0.391)  -0.218
C (0.735, 1.016, -0.136)  -0.135
C (0.751, 1.152, -1.644)  -0.420
F (-0.315, 0.441, -2.139)  0.095
F (0.552, 2.450, -2.007)  0.118
C (1.967, 0.612, -2.457)  -0.334
F (1.573, 0.619, -3.755)  0.147
F (2.215, -0.668, -2.111)  0.150
C (3.329, 1.400, -2.513)  -0.340
F (3.110, 2.599, -3.067)  0.144
F (4.084, 0.684, -3.381)  0.151
C (4.200, 1.473, -1.186)  -0.398
F (3.743, 0.557, -0.327)  0.133
F (5.448, 1.138, -1.504)  0.141
S (4.323, 3.172, -0.297)  0.786
F (5.811, 2.886, 0.159)  -0.116
F (4.851, 3.797, -1.654)  -0.117
F (2.813, 3.482, -0.704)  -0.137
F (3.806, 2.563, 1.076)  -0.135
F (4.400, 4.597, 0.373)  -0.104
C (0.777, -2.038, 2.969)  -0.267
O (2.195, -1.981, 2.795)  -0.157
N (2.609, -2.937, 1.853)  -0.048
O (3.704, -2.739, 1.510)  0.067
P (0.125, 1.098, 3.550)  0.772
O (1.226, 2.105, 2.840)  -0.360
O (-1.305, 1.922, 3.452)  -0.360
P (-4.478, 0.396, 1.208)  0.770
C (-5.243, 0.384, -0.489)  -0.349
C (-3.614, 2.054, 1.254)  -0.349
H (-0.908, -4.443, -2.590)  0.068
H (-1.971, -3.049, -2.807)  0.069
H (-0.445, -2.872, -1.966)  0.054
H (-1.354, -3.648, 0.071)  0.098
H (-2.159, -4.956, -0.749)  0.102
H (-4.166, -3.916, -0.623)  0.119
H (-3.529, -2.480, -1.421)  0.087
H (-2.160, -0.710, -0.470)  0.037
H (0.247, -1.099, -0.362)  0.067
H (1.705, -0.784, 0.521)  0.062
H (-0.172, 1.557, 0.166)  0.119
H (1.564, 1.529, 0.338)  0.084
H (0.373, -2.989, 2.606)  0.088
H (0.555, -1.975, 4.039)  0.084
H (0.851, 2.679, 2.157)  0.041
H (-1.159, 2.867, 3.588)  0.055
H (-6.259, -0.001, -0.415)  0.022
H (-5.282, 1.413, -0.851)  0.025
H (-4.674, -0.196, -1.217)  0.011
H (-3.915, 2.637, 0.382)  0.025
H (-3.890, 2.571, 2.168)  0.018
H (-2.533, 1.933, 1.202)  -0.012

Atoms 1-3, force components in eV/Å:
C 0.07 0.12 0.08
C 0.09 -0.32 -0.43
C 0.04 -0.30 0.23

Calculated values
2S+1   1
LUMO energy   0.01 eV
Frontier orbital gap   8.41 eV
HOMO energy   -0.3089 Eh

---

C12H22FNO9 | ωB97M-V/def2-TZVPD

Each line ends with the Löwdin charge.
Positions of all 45 atoms, in Å:
N (-1.264, -1.760, 3.242)  0.287
H (-1.501, -0.757, 2.822)  0.183
H (-0.406, -2.073, 2.895)  0.091
H (-2.114, -2.280, 2.946)  0.163
H (-1.226, -1.613, 4.214)  0.113
F (-0.269, -0.666, 0.819)  -0.626
C (1.880, 2.359, 0.838)  -0.036
C (3.154, 1.855, 1.621)  -0.326
C (3.125, 0.357, 2.007)  -0.116
O (4.336, -0.128, 1.504)  0.106
C (4.907, 0.770, 0.763)  -0.608
O (5.982, 0.611, 0.244)  0.151
O (4.329, 1.964, 0.852)  0.116
H (1.013, 2.140, 1.602)  0.086
H (1.535, 1.631, 0.122)  0.053
H (1.717, 3.478, 0.617)  0.115
H (3.039, 2.314, 2.680)  0.162
H (2.225, 0.074, 1.315)  0.130
H (2.801, 0.196, 3.034)  0.127
C (-3.204, 1.706, 0.652)  -0.044
C (-1.890, 2.253, 0.045)  -0.264
C (-1.610, 1.648, -1.303)  -0.146
O (-1.384, 2.767, -2.070)  0.107
C (-1.772, 3.876, -1.389)  -0.551
O (-1.667, 5.066, -1.860)  0.055
O (-2.114, 3.673, -0.191)  0.119
H (-4.151, 1.825, -0.041)  0.128
H (-3.505, 2.193, 1.643)  0.099
H (-3.234, 0.650, 0.679)  0.036
H (-0.900, 2.182, 0.769)  0.171
H (-2.454, 1.055, -1.578)  0.128
H (-0.842, 1.029, -1.248)  0.065
C (0.625, -3.774, -1.074)  0.029
C (-0.602, -3.296, -1.803)  -0.314
C (-0.796, -1.859, -2.051)  -0.093
O (-1.115, -1.746, -3.454)  0.074
C (-0.896, -2.918, -4.022)  -0.576
O (-0.945, -3.076, -5.289)  0.065
O (-0.470, -3.729, -3.143)  0.127
H (0.329, -3.621, -0.028)  0.103
H (1.474, -3.301, -1.315)  0.067
H (0.532, -4.665, -1.253)  -0.004
H (-1.477, -3.732, -1.314)  0.161
H (0.352, -1.323, -1.933)  0.208
H (-1.540, -1.349, -1.565)  0.079

Atoms 1-3, force components in eV/Å:
N -3.81 3.47 -1.53
H 1.54 -2.18 0.02
H 1.68 -0.51 -1.54

Calculated values
2S+1   1
LUMO energy   -1.69 eV
Frontier orbital gap   8.36 eV
Energy relative to the best compared isomer or geometry (same formula, charge and spin)   109.9 kJ/mol
HOMO energy   -0.3692 Eh

---

C12H22FNO9 | ωB97M-V/def2-TZVPD

Each line ends with the Löwdin charge.
Positions of all 45 atoms, in Å:
N (11.841, 22.629, 37.364)  0.441
H (12.580, 22.248, 37.766)  0.092
H (11.939, 23.412, 37.860)  0.108
H (11.101, 22.019, 37.474)  0.156
H (11.949, 22.727, 36.511)  0.031
F (13.783, 24.429, 36.481)  -0.618
C (15.851, 20.986, 33.832)  -0.002
C (16.081, 20.975, 35.329)  -0.377
C (15.002, 21.658, 36.168)  -0.170
O (14.565, 20.592, 36.865)  0.037
C (15.294, 19.481, 36.669)  -0.418
O (15.073, 18.358, 37.290)  0.056
O (16.149, 19.697, 35.649)  0.107
H (16.450, 20.302, 33.362)  0.065
H (16.235, 21.761, 33.385)  0.027
H (14.823, 20.876, 33.454)  0.114
H (17.174, 21.483, 35.634)  0.214
H (14.077, 22.046, 35.486)  0.158
H (15.304, 22.510, 36.816)  0.121
C (15.929, 26.867, 33.120)  -0.015
C (14.512, 26.690, 33.698)  -0.331
C (14.001, 27.862, 34.567)  -0.023
O (12.941, 28.314, 33.637)  0.057
C (12.790, 27.547, 32.528)  -0.552
O (12.129, 27.703, 31.489)  0.102
O (13.629, 26.564, 32.634)  0.082
H (15.656, 27.681, 32.358)  0.121
H (16.344, 26.091, 32.501)  0.064
H (16.736, 27.107, 33.829)  0.083
H (14.532, 25.711, 34.469)  0.177
H (14.549, 28.639, 34.868)  0.079
H (13.555, 27.503, 35.496)  0.123
C (17.657, 25.702, 38.480)  -0.018
C (16.634, 26.295, 37.464)  -0.322
C (15.340, 26.899, 38.109)  -0.035
O (15.617, 28.280, 37.758)  0.051
C (16.602, 28.576, 36.947)  -0.459
O (17.009, 29.629, 36.418)  0.106
O (17.372, 27.341, 36.863)  0.006
H (17.201, 24.865, 38.762)  0.030
H (17.937, 26.422, 39.263)  0.099
H (18.601, 25.710, 37.995)  0.074
H (16.394, 25.400, 36.800)  0.149
H (15.409, 26.955, 39.161)  0.111
H (14.464, 26.318, 37.770)  0.102

Atoms 1-3, force components in eV/Å:
N -3.01 -2.34 5.82
H 5.08 -3.46 1.44
H -1.00 5.32 1.93

Calculated values
2S+1   1
LUMO energy   -0.99 eV
Frontier orbital gap   8.93 eV
Energy relative to the best compared isomer or geometry (same formula, charge and spin)   193.9 kJ/mol
HOMO energy   -0.3645 Eh

---

C12H22N3OPb | ωB97M-V/def2-TZVPD

Each line ends with the Löwdin charge.
Positions of all 39 atoms, in Å:
Pb (-30.417, 4.839, 11.555)  1.486
O (-28.503, 5.706, 12.600)  -0.542
H (-27.628, 5.886, 12.242)  -0.067
C (-28.758, 10.703, 10.903)  -0.095
C (-27.999, 9.676, 11.761)  -0.239
C (-28.886, 9.022, 12.847)  -0.160
C (-30.019, 8.200, 12.392)  -0.209
N (-30.904, 7.558, 12.036)  0.066
H (-29.645, 10.314, 10.407)  0.076
H (-28.136, 11.209, 10.163)  0.075
H (-28.995, 11.555, 11.545)  0.079
H (-27.111, 10.080, 12.240)  0.111
H (-27.740, 8.863, 11.078)  0.099
H (-29.319, 9.700, 13.583)  0.134
H (-28.227, 8.298, 13.332)  0.108
C (-25.643, 1.679, 12.406)  -0.091
C (-25.952, 1.937, 13.881)  -0.247
C (-27.017, 3.000, 14.203)  -0.171
C (-28.316, 2.755, 13.558)  -0.216
N (-29.340, 2.586, 13.058)  0.074
H (-25.189, 2.552, 11.941)  0.065
H (-26.563, 1.398, 11.891)  0.067
H (-24.991, 0.808, 12.410)  0.080
H (-25.082, 2.327, 14.409)  0.100
H (-26.345, 1.021, 14.323)  0.114
H (-26.779, 4.016, 13.877)  0.094
H (-27.194, 3.076, 15.277)  0.132
C (-24.278, 8.527, 10.247)  -0.108
C (-23.673, 7.567, 11.260)  -0.250
C (-24.736, 6.752, 11.981)  -0.208
C (-24.273, 5.718, 12.908)  -0.206
N (-23.944, 4.873, 13.615)  0.169
H (-23.557, 8.926, 9.535)  0.079
H (-24.760, 9.391, 10.710)  0.066
H (-25.057, 8.039, 9.655)  0.072
H (-22.971, 8.075, 11.919)  0.121
H (-23.060, 6.876, 10.675)  0.116
H (-25.439, 6.287, 11.285)  0.111
H (-25.361, 7.447, 12.551)  0.114

Atoms 1-3, force components in eV/Å:
Pb 2.56 1.11 1.79
O -1.90 -0.79 -0.91
H -0.14 -0.23 -0.34

Calculated values
2S+1   1
LUMO energy   -5.45 eV
Frontier orbital gap   8.39 eV
Energy relative to the best compared isomer or geometry (same formula, charge and spin)   0.0 kJ/mol
Charge   +1
HOMO energy   -0.5088 Eh

---

C12H22NO4P | ωB97M-V/def2-TZVPD

Each line ends with the Löwdin charge.
Positions of all 40 atoms, in Å:
C (2.546, 1.890, -2.419)  -0.102
C (1.367, 2.258, -3.313)  -0.250
C (0.066, 1.554, -2.922)  -0.187
C (-0.600, 2.116, -1.671)  -0.199
O (0.140, 1.886, -0.474)  -0.179
P (0.118, 0.564, 0.389)  0.552
O (1.039, 0.686, 1.531)  -0.229
O (0.468, -0.583, -0.675)  -0.202
C (0.673, -1.914, -0.213)  -0.217
C (2.119, -2.123, 0.220)  -0.192
C (2.365, -3.504, 0.825)  -0.258
C (2.215, -4.638, -0.184)  -0.111
C (-1.586, 0.249, 0.937)  -0.200
C (-2.490, -0.177, -0.037)  -0.285
N (-3.197, -0.537, -0.869)  0.170
C (-1.927, 0.430, 2.240)  -0.350
C (-3.320, 0.215, 2.742)  0.016
O (-1.073, 0.808, 3.175)  0.096
H (2.372, 2.205, -1.395)  0.065
H (2.698, 0.813, -2.421)  0.071
H (3.454, 2.368, -2.779)  0.069
H (1.213, 3.339, -3.289)  0.106
H (1.607, 1.982, -4.343)  0.104
H (-0.656, 1.658, -3.735)  0.118
H (0.256, 0.491, -2.770)  0.102
H (-1.602, 1.688, -1.570)  0.103
H (-0.682, 3.205, -1.740)  0.131
H (-0.005, -2.129, 0.622)  0.127
H (0.408, -2.556, -1.057)  0.128
H (2.357, -1.353, 0.955)  0.102
H (2.770, -1.973, -0.644)  0.120
H (1.676, -3.662, 1.657)  0.108
H (3.379, -3.522, 1.229)  0.107
H (1.190, -4.718, -0.534)  0.065
H (2.491, -5.585, 0.273)  0.069
H (2.862, -4.471, -1.042)  0.075
H (-3.978, -0.123, 1.947)  0.080
H (-3.697, 1.147, 3.160)  0.100
H (-3.303, -0.519, 3.546)  0.099
H (-0.164, 0.889, 2.799)  0.079

Atoms 1-3, force components in eV/Å:
C -0.05 0.16 -0.11
C -0.06 -0.22 0.08
C 0.14 0.28 0.18

Calculated values
2S+1   1
LUMO energy   0.78 eV
Frontier orbital gap   10.37 eV
Energy relative to the best compared isomer or geometry (same formula, charge and spin)   16.8 kJ/mol
Structure (SMILES)   CCCCOP(=O)(OCCCC)/C(C#N)=C(/C)O
HOMO energy   -0.3524 Eh

---

C12H22O5Rb | ωB97M-V/def2-TZVPD

Each line ends with the Löwdin spin population.
Positions of all 40 atoms, in Å:
Rb (1.759, 1.267, 0.725)  -0.001
C (-1.286, 2.293, 4.775)  0.009
C (-0.095, 3.175, 4.999)  0.026
C (0.464, 3.477, 3.608)  0.095
O (-0.034, 2.383, 2.836)  0.636
C (-1.302, 1.889, 3.324)  0.076
H (-2.130, 2.954, 4.970)  -0.001
H (-1.342, 1.417, 5.420)  0.001
H (0.766, 2.720, 5.487)  0.004
H (-0.242, 4.028, 5.662)  -0.001
H (1.552, 3.550, 3.600)  0.015
H (0.004, 4.355, 3.155)  0.063
H (-1.411, 0.810, 3.217)  0.023
H (-2.068, 2.363, 2.710)  0.048
C (-2.247, -1.246, -1.585)  0.000
C (-1.560, -2.300, -0.657)  0.000
C (-1.138, -1.401, 0.501)  0.000
O (-0.646, -0.175, -0.136)  0.004
C (-1.646, 0.162, -1.151)  0.000
H (-3.333, -1.219, -1.490)  0.000
H (-1.992, -1.543, -2.602)  0.000
H (-0.721, -2.790, -1.151)  0.000
H (-2.180, -3.063, -0.184)  0.000
H (-0.346, -1.721, 1.179)  0.000
H (-1.927, -1.156, 1.212)  0.000
H (-1.246, 0.835, -1.910)  0.000
H (-2.406, 0.699, -0.583)  0.000
C (0.638, -1.555, -4.447)  0.000
C (1.730, -2.105, -3.462)  0.000
C (3.152, -2.048, -3.949)  0.000
O (3.828, -1.275, -2.942)  0.000
C (2.991, -1.039, -1.930)  0.000
O (3.289, -0.484, -0.911)  0.000
O (1.739, -1.346, -2.299)  0.000
H (0.620, -2.122, -5.378)  0.000
H (0.871, -0.499, -4.585)  0.000
H (-0.358, -1.611, -4.007)  0.000
H (1.526, -3.098, -3.059)  0.000
H (3.151, -1.531, -4.908)  0.000
H (3.575, -3.047, -4.056)  0.000

Atoms 1-3, force components in eV/Å:
Rb 0.30 -0.53 -0.65
C -1.66 0.57 0.78
C 2.11 0.38 0.64

Calculated values
2S+1   2
LUMO energy (spin up / spin down)   -6.21 / -12.40 eV
Frontier orbital gap (spin up / spin down)   9.50 / 3.28 eV
Charge   +2
HOMO energy (spin up / spin down)   -0.5775 / -0.5762 Eh

---

- Number 3 is which compound?
  C12H22F13NO6P2SSi2